{"formula": "C36H58BrF4O25P3S2", "method": "ωB97M-V with the def2-TZVPD basis set", "species": ["C", "C", "C", "F", "P", "S", "P", "S", "P", "O", "Br", "C", "F", "F", "F", "H", "H", "H", "H", "H", "H", "H", "H", "H", "H", "C", "C", "C", "O", "C", "O", "O", "H", "H", "H", "H", "H", "H", "C", "C", "C", "O", "C", "O", "O", "H", "H", "H", "H", "H", "H", "C", "C", "C", "O", "C", "O", "O", "H", "H", "H", "H", "H", "H", "C", "C", "C", "O", "C", "O", "O", "H", "H", "H", "H", "H", "H", "C", "C", "C", "O", "C", "O", "O", "H", "H", "H", "H", "H", "H", "C", "C", "C", "O", "C", "O", "O", "H", "H", "H", "H", "H", "H", "C", "C", "C", "O", "C", "O", "O", "H", "H", "H", "H", "H", "H", "C", "C", "C", "O", "C", "O", "O", "H", "H", "H", "H", "H", "H"], "positions_angstrom": [[7.740717, -0.874334, 2.509640], [6.572248, -0.582010, 3.500681], [5.451731, -1.607926, 3.295693], [5.140301, -2.105131, 4.581730], [3.836895, -0.954978, 2.525044], [4.856715, 0.265522, 1.021898], [2.997823, -2.162638, 0.817158], [1.508612, -1.290461, -0.063065], [2.701647, -2.284248, 4.013882], [2.361273, -1.343236, 5.353793], [0.655051, -2.799443, 3.197878], [2.883469, 0.638776, 3.079544], [3.378095, 1.167893, 4.172498], [2.977280, 1.601382, 2.154889], [1.610381, 0.422264, 3.187960], [8.215206, 0.014544, 2.101581], [8.435380, -1.536654, 3.024733], [7.334020, -1.468930, 1.693637], [6.241968, 0.454009, 3.508981], [6.967693, -0.782843, 4.499548], [5.785909, -2.478050, 2.729307], [5.811620, -0.470631, 0.404015], [4.081264, -2.198089, -0.096266], [2.785302, -3.512662, 1.196097], [1.478676, -1.619365, 5.647685], [7.072646, -7.575003, 2.509016], [7.730281, -6.213862, 2.514760], [6.777751, -5.076239, 2.751874], [7.422872, -3.995285, 2.065062], [8.160116, -4.550138, 1.053921], [8.645679, -3.929475, 0.166961], [8.252953, -5.892463, 1.208527], [6.621647, -7.800923, 3.470532], [6.303255, -7.628099, 1.734947], [7.804709, -8.348294, 2.278429], [8.554684, -6.193567, 3.222488], [6.653134, -4.844896, 3.809107], [5.792758, -5.233368, 2.300731], [0.517019, 3.194241, -0.798030], [1.346883, 2.789402, -1.990172], [1.495842, 3.865376, -3.033797], [1.668632, 3.103031, -4.233516], [1.029464, 1.916993, -4.045370], [0.793333, 1.135867, -4.909466], [0.692286, 1.750403, -2.741585], [0.977240, 4.023649, -0.258088], [-0.486005, 3.484163, -1.115553], [0.402940, 2.352336, -0.113248], [2.320415, 2.410179, -1.665192], [2.355440, 4.509063, -2.858498], [0.600234, 4.483622, -3.143396], [4.832027, -6.938256, 8.127898], [6.265841, -6.661845, 7.747219], [6.494433, -5.299712, 7.141991], [7.633072, -5.533352, 6.301106], [7.597428, -6.841817, 5.937841], [8.266762, -7.317338, 5.076328], [6.693901, -7.526502, 6.679499], [4.491890, -6.243353, 8.895702], [4.177645, -6.855410, 7.258617], [4.728517, -7.955508, 8.505677], [6.924172, -6.833358, 8.603190], [6.712445, -4.535623, 7.884531], [5.664290, -4.962807, 6.515097], [-3.100429, -0.354225, -2.085085], [-3.670910, 1.029959, -1.915923], [-3.847644, 1.785432, -3.204214], [-3.720536, 3.152355, -2.771346], [-2.928901, 3.142135, -1.670204], [-2.440431, 4.115102, -1.180905], [-2.757312, 1.887585, -1.203495], [-3.763033, -0.976445, -2.673208], [-2.123422, -0.318241, -2.571981], [-2.947093, -0.824219, -1.111388], [-4.604378, 0.988392, -1.348804], [-4.817542, 1.611912, -3.663625], [-3.062220, 1.581099, -3.935771], [-5.728093, 5.247146, -1.932942], [-6.985925, 5.338459, -2.758811], [-7.269457, 6.710871, -3.314177], [-8.699207, 6.703255, -3.422036], [-9.164038, 5.849418, -2.473635], [-10.302506, 5.763307, -2.144712], [-8.154360, 5.109428, -1.950461], [-4.847953, 5.475825, -2.530850], [-5.769358, 5.933083, -1.084716], [-5.619328, 4.245868, -1.522489], [-6.971014, 4.584201, -3.551868], [-6.809869, 6.878052, -4.285892], [-6.978085, 7.516797, -2.636424], [-7.623999, -4.336128, -0.472815], [-6.933397, -2.994429, -0.482150], [-7.858295, -1.818444, -0.294904], [-7.161559, -0.776121, -0.989867], [-6.419826, -1.371815, -1.956706], [-5.884197, -0.790233, -2.846950], [-6.369205, -2.712094, -1.774708], [-8.101089, -4.522069, 0.489507], [-8.378068, -4.388988, -1.259561], [-6.907226, -5.133754, -0.668115], [-6.120935, -2.982504, 0.249804], [-8.004750, -1.555613, 0.750303], [-8.832689, -1.958239, -0.769128], [-11.068374, 3.963861, -4.767536], [-11.122394, 2.503343, -5.143283], [-10.024393, 2.061110, -6.077238], [-10.638336, 0.970449, -6.771693], [-11.979064, 1.206044, -6.778619], [-12.762538, 0.615006, -7.445401], [-12.295297, 2.211469, -5.919949], [-10.152839, 4.196959, -4.228976], [-11.127899, 4.595403, -5.655829], [-11.917779, 4.226674, -4.138472], [-11.151698, 1.883335, -4.242434], [-9.129674, 1.730049, -5.553296], [-9.749686, 2.826062, -6.808340], [4.487558, 5.665996, -1.132815], [5.298186, 4.471685, -0.691363], [6.772084, 4.574952, -0.996481], [7.148715, 3.201036, -1.131675], [6.045858, 2.524519, -1.548124], [6.054104, 1.411720, -1.958231], [4.932211, 3.297701, -1.432809], [4.806017, 6.568650, -0.611169], [4.585158, 5.824139, -2.208531], [3.428147, 5.501565, -0.931321], [5.124348, 4.268524, 0.369495], [7.337384, 5.053151, -0.199261], [6.980574, 5.085879, -1.940080]], "atomic_forces_ev_per_a": [[-0.891, -0.157, 0.277], [0.884, -0.411, -0.283], [-0.070, 0.617, 1.157], [-0.042, 0.015, -0.015], [0.188, -0.763, -0.062], [0.499, 1.076, -0.897], [-0.400, 0.132, -1.276], [-0.135, 0.012, 0.207], [0.060, -1.246, 0.995], [-0.300, -0.367, -0.850], [-0.105, 0.484, 0.076], [0.850, 0.979, -1.765], [0.422, -0.173, 1.387], [0.132, 0.595, -0.605], [-1.397, -0.900, 0.751], [0.086, -0.034, 0.167], [0.308, 0.234, -0.205], [0.316, 0.186, -0.255], [-0.156, -0.089, -0.255], [-0.278, 0.020, 0.041], [-0.053, 0.194, -0.280], [-0.355, -0.337, 0.500], [0.153, -0.276, 0.648], [0.188, 0.220, 0.193], [0.174, 0.220, 0.233], [0.022, -0.104, -0.577], [-0.285, -0.778, -0.045], [-0.094, 0.205, 0.242], [-0.040, -0.218, -0.136], [0.188, -0.210, -0.175], [-0.053, 0.100, 0.065], [-0.170, 0.618, 0.099], [0.032, 0.020, 0.004], [-0.010, 0.133, 0.015], [0.029, 0.006, 0.159], [0.022, 0.101, -0.051], [0.114, 0.193, -0.046], [0.043, -0.144, -0.025], [-0.319, -0.383, -0.086], [-0.088, 0.196, 0.744], [0.208, 0.147, -0.102], [-0.164, -0.129, 0.058], [0.001, -0.145, 0.034], [-0.030, 0.033, -0.016], [0.162, 0.165, -0.397], [0.057, -0.008, -0.053], [0.340, 0.114, 0.119], [0.123, 0.034, 0.038], [0.030, -0.019, -0.178], [0.077, -0.110, -0.187], [-0.053, -0.062, 0.128], [-0.075, -0.375, -0.192], [-0.643, 0.004, 0.265], [0.114, 0.254, 0.121], [-0.113, -0.186, -0.118], [0.117, -0.113, 0.112], [0.053, -0.008, 0.476], [0.288, 0.266, -0.139], [0.068, 0.014, 0.004], [0.048, 0.124, -0.007], [0.030, 0.054, 0.095], [0.086, 0.040, -0.074], [0.189, 0.011, -0.105], [-0.069, -0.095, 0.056], [0.671, -0.054, 0.314], [0.113, -0.774, -0.170], [-0.284, 0.045, -0.286], [0.319, -0.158, 0.088], [0.031, -0.116, 0.080], [-0.360, 0.144, -0.107], [-0.163, 0.453, -0.104], [-0.009, 0.038, -0.049], [-0.028, 0.124, -0.023], [-0.073, 0.005, -0.004], [-0.010, 0.134, -0.033], [-0.038, 0.172, 0.076], [0.062, -0.088, 0.112], [-0.220, -0.013, 0.411], [0.657, 0.015, 0.312], [0.011, 0.098, -0.311], [0.028, -0.114, 0.158], [-0.114, 0.040, 0.212], [0.006, 0.003, -0.035], [-0.205, 0.160, -0.324], [-0.019, -0.058, -0.029], [-0.057, 0.106, -0.105], [0.054, -0.012, -0.096], [-0.085, 0.054, -0.043], [-0.195, 0.016, -0.061], [0.060, -0.104, 0.080], [0.139, -0.177, -0.355], [-0.359, -0.577, 0.157], [-0.050, 0.174, 0.274], [0.084, -0.120, -0.176], [-0.063, -0.076, -0.087], [-0.336, 0.031, -0.021], [0.028, 0.420, 0.057], [0.041, 0.054, 0.020], [-0.047, 0.104, 0.058], [0.012, 0.011, 0.111], [0.010, 0.113, -0.031], [0.099, 0.185, -0.060], [0.044, -0.125, -0.027], [-0.461, 0.071, -0.190], [0.137, 0.658, 0.195], [0.239, -0.213, 0.047], [-0.165, 0.140, 0.011], [-0.134, -0.015, -0.030], [0.026, -0.018, 0.025], [0.215, -0.333, -0.157], [-0.006, -0.103, 0.026], [0.109, -0.081, -0.050], [0.122, -0.005, 0.131], [0.025, -0.080, -0.066], [-0.047, -0.181, -0.085], [-0.083, 0.093, 0.080], [-0.296, -0.180, -0.221], [-0.281, 0.553, -0.097], [0.252, 0.027, 0.203], [-0.223, 0.044, -0.081], [-0.053, -0.207, -0.061], [0.007, -0.021, 0.054], [0.331, -0.072, 0.081], [0.018, -0.039, 0.038], [0.135, 0.011, 0.026], [0.034, 0.056, 0.130], [0.085, -0.077, -0.011], [0.088, -0.180, 0.012], [-0.140, 0.036, -0.001]], "total_charge": 0, "spin_multiplicity": 1, "e_lumo_ev": -0.1, "homo_lumo_gap_ev": 7.9119, "smiles": "CC[C@@H](F)P(S)([PH2]=S)(P(O)Br)C(F)(F)F.C[C@@H]1COC(=O)O1.C[C@@H]1COC(=O)O1.C[C@@H]1COC(=O)O1.C[C@@H]1COC(=O)O1.C[C@@H]1COC(=O)O1.C[C@@H]1COC(=O)O1.C[C@@H]1COC(=O)O1.C[C@@H]1COC(=O)O1", "homo_ha": -0.2944}